[1]
DFT (ωB97M-V with the def2-TZVPD basis set) results for 2 unconnected molecules or ions with the total composition C10H16O.

Last column: natural (NBO) charge in e.
Atoms and positions in Å:
C (-1.5345, -2.4839, 2.5527)  -0.633
C (-0.4084, -0.3641, 1.9390)  -0.168
C (-1.5869, -1.1367, 1.9140)  -0.063
C (-0.1793, 0.6893, 1.0728)  -0.288
C (-1.2431, 1.2592, 0.3866)  0.305
C (-2.6162, -0.4885, 1.2497)  -0.182
C (-2.4954, 0.6517, 0.4644)  -0.278
O (-1.0182, 2.2928, -0.4764)  -0.684
H (0.5189, -0.7365, 2.3741)  0.203
H (0.7753, 1.1952, 0.9369)  0.208
H (-0.9810, -3.2369, 1.9886)  0.221
H (-2.4960, -2.8766, 2.8287)  0.218
H (-3.6286, -0.8884, 1.2482)  0.205
H (-0.1997, 2.7681, -0.3462)  0.484
H (-3.3830, 0.9065, -0.1085)  0.227
H (-1.0915, -2.5224, 3.5379)  0.222
C (1.6867, -0.1044, -2.1336)  -0.409
C (2.5017, 0.0579, -0.8582)  -0.615
C (1.5292, 1.2386, -2.9486)  -0.622
H (0.6202, -0.2403, -1.8527)  0.206
H (2.1013, -0.8590, -2.7856)  0.206
H (2.4303, -0.8081, -0.1845)  0.214
H (3.5791, 0.1401, -0.9983)  0.202
H (2.1580, 1.9823, -2.4325)  0.201
H (2.3783, 1.0235, -0.3498)  0.193
H (0.4754, 1.3803, -3.1650)  0.222
H (2.1073, 1.1603, -3.8538)  0.203

Cartesian forces, eV/Å:
-0.6 -0.5 0.7
1.4 -1.0 -1.2
1.4 1.7 0.5
-0.8 1.1 0.6
0.1 -0.3 -0.7
-1.2 -0.9 -0.3
0.5 -0.1 0.2
-1.2 0.2 -0.5
-0.4 -0.3 0.4
0.0 -0.4 0.4
-0.2 0.2 -0.3
-0.8 -0.3 -0.6
0.2 -0.4 0.1
0.4 -0.2 0.4
0.4 0.6 0.1
0.7 0.7 0.3
-1.2 1.9 0.2
1.1 0.0 0.3
1.9 -1.2 0.6
0.8 -1.0 0.0
-0.3 -0.5 0.1
-0.4 0.5 0.1
0.3 -0.3 -0.8
-1.2 0.5 0.1
-0.8 -0.4 0.1
0.2 0.9 0.1
-0.2 -0.2 -0.8

Output
Kohn-Sham gap (eV): 9.272
E_LUMO (eV): 0.90
ΔE to the lowest compared entry with this formula, charge and spin (eV): 1.8908
SMILES string: Cc1ccc(O)cc1.CCC
Highest occupied orbital energy (eV): -8.37

=====

[2]
DFT (ωB97M-V with the def2-TZVPD basis set) results for C5H12O in the gas phase.

Last column: natural (NBO) charge in e.
Atoms and positions in Å:
C (-1.6039, -1.1732, 0.4646)  -0.605
C (-0.9556, 0.1962, 0.6799)  -0.399
C (0.0771, 0.7004, -0.3586)  -0.242
C (1.1207, 1.5660, 0.3543)  -0.605
C (0.7798, -0.3894, -1.1698)  -0.062
O (1.7088, -1.1381, -0.4014)  -0.729
H (-0.8596, -1.9626, 0.3057)  0.185
H (-2.2977, -1.1937, -0.3831)  0.203
H (-2.1697, -1.4503, 1.3610)  0.215
H (-1.7536, 0.9461, 0.7553)  0.205
H (-0.4721, 0.1830, 1.6638)  0.198
H (-0.4465, 1.3216, -1.1016)  0.197
H (1.6128, 0.9746, 1.1338)  0.216
H (1.8992, 1.9174, -0.3325)  0.207
H (0.6588, 2.4401, 0.8269)  0.206
H (1.3487, 0.0920, -1.9763)  0.174
H (0.0413, -1.0467, -1.6501)  0.167
H (1.3114, -1.9834, -0.1718)  0.468

Cartesian forces, eV/Å:
0.0 0.0 0.0
0.0 0.0 0.1
0.0 0.0 0.0
0.0 0.1 0.0
-0.2 0.2 -0.2
0.0 -0.3 0.1
-0.1 0.1 0.0
0.1 0.0 0.1
0.0 0.0 -0.2
0.1 -0.1 0.1
0.0 0.0 -0.1
0.0 -0.1 0.1
0.0 0.1 -0.1
-0.1 0.0 0.1
0.0 -0.1 -0.1
-0.1 -0.1 0.1
0.1 0.1 0.1
0.1 0.1 0.0

Output
Kohn-Sham gap (eV): 11.039
E_LUMO (eV): 0.93
ΔE to the lowest compared entry with this formula, charge and spin (eV): 0.4285
SMILES string: CC[C@@H](C)CO
Highest occupied orbital energy (eV): -10.11

=====

[3]
DFT (ωB97M-V with the def2-TZVPD basis set) results for a molecular structure, C13H37O23P4V2.

Last column: Mulliken charge in e.
Atoms and positions in Å:
O (-18.0650, -11.2818, -16.4234)  -0.478
V (-17.4359, -12.5720, -17.0972)  1.524
O (-17.6116, -13.7311, -16.0185)  -0.450
O (-21.1784, -9.2640, -20.5877)  -0.376
V (-19.6756, -9.6814, -20.2611)  1.039
O (-19.5305, -9.3331, -18.7135)  -0.476
O (-15.5884, -11.0941, -20.6517)  -0.194
C (-16.7498, -10.9126, -19.9940)  0.209
O (-16.8938, -11.5165, -18.8864)  -0.412
O (-17.5919, -10.1886, -20.5398)  -0.037
H (-15.0366, -11.5754, -20.0101)  0.346
C (-22.1842, -11.8679, -23.2186)  -0.609
O (-21.2120, -11.4803, -24.2002)  -0.383
P (-19.7847, -11.0352, -23.7776)  -0.065
O (-19.7380, -10.0465, -22.6947)  0.896
O (-19.0215, -12.3881, -23.4233)  -0.416
C (-17.5862, -12.2950, -23.3328)  0.720
O (-19.0850, -10.5297, -25.0812)  -0.243
C (-19.1416, -11.3934, -26.2345)  -0.488
H (-21.9826, -11.4085, -22.2476)  0.168
H (-22.1729, -12.9467, -23.0679)  0.273
H (-23.1595, -11.5319, -23.5510)  0.257
H (-17.1708, -13.2421, -23.6844)  0.287
H (-17.2503, -12.2015, -22.3028)  -0.710
H (-17.2619, -11.5132, -24.0142)  -0.182
H (-18.1548, -11.6690, -26.5939)  -0.018
H (-19.6021, -10.8668, -27.0722)  0.312
H (-19.7581, -12.2797, -26.0897)  0.388
C (-21.0407, -6.0157, -22.3869)  -0.514
O (-19.6551, -5.6775, -22.2391)  -0.373
P (-18.5718, -6.7009, -21.8399)  0.620
O (-19.0128, -7.6685, -20.8288)  -0.347
O (-18.1134, -7.3189, -23.2019)  -0.154
C (-16.9989, -8.2473, -23.1845)  -0.310
O (-17.3912, -5.8474, -21.3230)  -0.334
C (-16.8535, -4.7662, -22.1054)  -0.741
H (-21.2674, -7.0063, -21.9897)  0.128
H (-21.3124, -6.0174, -23.4413)  0.261
H (-21.6156, -5.2648, -21.8547)  0.257
H (-16.2492, -7.8483, -23.8627)  0.391
H (-17.3452, -9.1618, -23.6593)  -0.174
H (-16.6706, -8.4633, -22.1714)  0.302
H (-17.2224, -4.7841, -23.1310)  0.343
H (-15.7717, -4.8712, -22.1339)  0.264
H (-17.1205, -3.8228, -21.6380)  0.288
C (-14.2862, -16.5619, -17.8495)  -0.728
O (-13.9127, -15.3245, -18.4757)  -0.323
P (-15.0050, -14.3919, -19.0494)  0.751
O (-16.0197, -13.9774, -18.0736)  -0.179
O (-14.1503, -13.1939, -19.5933)  -0.463
C (-13.2685, -13.4015, -20.7254)  -0.535
O (-15.5836, -15.1330, -20.2993)  -0.253
C (-16.9324, -14.8909, -20.7534)  -0.408
H (-15.2873, -16.5288, -17.4186)  0.336
H (-13.5971, -16.7450, -17.0275)  0.257
H (-14.1987, -17.4078, -18.5288)  0.273
H (-13.7166, -12.9351, -21.6041)  0.079
H (-13.1166, -14.4547, -20.9461)  0.415
H (-12.3153, -12.9195, -20.5345)  0.317
H (-17.3051, -13.9343, -20.3876)  0.068
H (-17.5924, -15.6916, -20.4297)  0.350
H (-16.8966, -14.8801, -21.8393)  0.201
C (-15.2328, -13.0215, -27.1608)  -0.819
O (-15.8654, -11.7746, -26.8546)  -0.213
P (-15.0604, -10.5924, -26.1903)  1.174
O (-15.8081, -9.3685, -25.9668)  -0.718
O (-14.4629, -11.3037, -24.9255)  -0.270
C (-14.1008, -10.5687, -23.7509)  -0.282
O (-13.7933, -10.4292, -27.1179)  -0.355
C (-13.8970, -9.6043, -28.3028)  -0.717
H (-14.2057, -13.0599, -26.7894)  0.342
H (-15.1880, -13.1764, -28.2340)  0.263
H (-15.7682, -13.7959, -26.6156)  0.291
H (-14.2720, -9.5034, -23.8900)  0.298
H (-13.0633, -10.7715, -23.4876)  0.359
H (-14.6998, -10.9201, -22.9100)  -0.133
H (-14.1617, -10.2171, -29.1605)  0.255
H (-12.9172, -9.1557, -28.4333)  0.245
H (-14.6273, -8.8129, -28.1446)  0.333

Cartesian forces, eV/Å:
0.9 -1.6 -0.7
-0.3 0.6 1.6
-0.2 1.3 -1.4
0.9 -1.2 0.3
-0.4 4.4 0.8
-0.1 -1.3 -1.7
-0.2 0.3 0.6
-0.5 -0.1 0.4
-0.1 -0.6 0.0
-0.6 -0.4 -0.6
0.2 -0.2 -0.3
-0.2 -0.1 0.7
-0.2 -0.3 -0.2
0.6 -0.1 0.1
0.4 0.1 0.8
-0.1 -0.2 0.2
0.0 -0.8 -0.3
-0.3 -0.1 -0.3
-0.3 0.0 -1.3
0.1 0.2 -0.2
0.0 0.0 -0.3
0.0 0.0 -0.2
-0.2 0.0 -0.2
-0.2 0.6 0.0
0.5 0.2 0.3
0.2 0.0 0.5
-0.1 0.3 0.3
0.1 0.0 0.4
-0.5 -0.3 -0.1
-0.4 0.5 -0.2
-0.1 -0.2 -0.6
-0.2 -1.7 0.8
0.1 -0.2 0.0
-0.4 -0.2 -0.8
0.6 0.4 0.5
0.2 0.1 -0.2
0.2 0.1 0.2
0.2 0.2 0.0
0.0 0.0 0.0
0.3 0.1 0.3
-0.1 0.0 0.2
0.2 0.1 0.0
-0.1 -0.1 0.1
0.0 -0.1 0.1
-0.1 0.0 0.1
0.1 -0.8 0.7
0.2 -0.4 0.0
0.6 0.0 -0.2
-0.7 0.7 0.4
0.2 0.2 -0.1
0.1 0.1 -0.6
-0.4 -0.2 0.0
0.0 0.0 -0.3
0.0 0.2 -0.2
0.1 0.2 -0.1
-0.1 0.3 -0.3
-0.1 0.0 0.1
0.0 -0.1 0.2
0.0 0.0 0.3
0.0 0.0 0.0
0.1 -0.1 0.1
0.0 0.0 0.0
0.6 -0.2 0.6
-0.5 0.1 -0.1
0.7 -0.4 -0.7
-0.7 0.3 0.2
0.2 -0.2 0.6
0.0 0.0 0.4
0.2 0.2 -0.1
0.2 0.1 0.4
0.0 0.2 0.0
-0.4 0.0 0.0
-0.2 -0.1 -0.4
0.1 0.0 0.0
0.1 0.1 -0.4
-0.2 0.1 -0.2
0.0 0.0 0.0
0.0 0.0 -0.2
-0.1 0.0 0.0

Output
Kohn-Sham gap (eV): 7.942
E_LUMO (eV): -4.53
ΔE to the lowest compared entry with this formula, charge and spin (eV): 0.0000
Highest occupied orbital energy (eV): -12.48
Charge: +1

=====

[4]
DFT (ωB97M-V with the def2-TZVPD basis set) results for a molecular structure, C8H18O11Zn2.

Last column: natural (NBO) charge in e.
Atoms and positions in Å:
Zn (2.7052, 1.5503, 2.6475)  1.650
Zn (3.4733, -2.8452, 0.6939)  0.403
C (0.5556, 0.0447, -0.7293)  -0.755
C (1.3301, -0.4985, 0.4590)  0.834
O (1.4563, 0.2123, 1.5339)  -0.922
O (2.0044, -1.4931, 0.2326)  -0.804
H (0.4998, -0.5667, -1.6300)  0.267
H (1.0862, 0.9786, -0.9150)  0.230
H (-0.5107, 0.2111, -0.5762)  0.262
C (-0.6078, 2.8957, -3.0168)  -0.746
C (-1.8383, 2.1554, -3.5465)  0.745
O (-1.7955, 0.9074, -3.6364)  -0.409
O (-2.8358, 2.7523, -4.0174)  -0.476
H (-0.8069, 3.7168, -2.3281)  0.231
H (0.1744, 3.2052, -3.7100)  0.247
H (-0.2823, 2.1651, -2.2762)  0.222
C (1.4092, 2.5013, 6.2499)  -0.732
C (1.9072, 2.2528, 4.8468)  0.790
O (1.2380, 1.5703, 4.0643)  -0.783
O (3.0152, 2.5992, 4.4465)  -0.777
H (1.0944, 3.5422, 6.3247)  0.252
H (2.1274, 2.4030, 7.0640)  0.250
H (0.5811, 1.8828, 6.5959)  0.250
C (-0.9156, -4.5045, -2.4546)  -0.744
C (-1.4046, -3.1968, -2.9999)  0.760
O (-2.4593, -3.1711, -3.6777)  -0.440
O (-0.7021, -2.2007, -3.0112)  -0.523
H (-0.1690, -4.2986, -1.6877)  0.226
H (-0.5565, -5.2223, -3.1921)  0.249
H (-1.6906, -5.0548, -1.9211)  0.239
O (-3.5532, -0.1080, 0.4977)  -0.952
H (-2.7165, -0.1574, 0.9599)  0.481
H (-3.8170, 0.8087, 0.5761)  0.461
O (-1.4163, -0.0589, 2.3379)  -0.951
H (-0.6293, -0.1609, 1.8026)  0.475
H (-1.1838, -0.4448, 3.1824)  0.484
O (2.0445, -1.5395, -3.2996)  -0.945
H (2.0767, -1.1561, -2.4231)  0.455
H (1.1123, -1.6774, -3.4671)  0.494

Cartesian forces, eV/Å:
-2.3 -1.1 0.5
0.3 -0.2 0.1
-0.8 0.2 0.4
0.8 1.2 -1.0
0.6 1.0 0.4
0.2 -1.3 0.0
0.6 -0.3 0.4
-0.4 0.2 -0.3
0.0 0.5 0.6
-0.6 -0.7 1.5
0.4 1.9 -1.3
-0.3 -0.4 0.2
0.5 -0.7 0.6
-0.6 0.4 -0.5
-0.3 -0.5 -0.2
1.0 -0.3 -0.2
-0.1 0.7 0.8
-1.4 -1.4 1.8
-2.1 -1.2 -1.2
3.9 1.6 -1.1
-0.1 0.1 -0.2
0.7 0.0 -0.6
-0.1 -0.1 -0.8
-0.2 -0.3 1.3
-1.0 -2.9 -1.7
-0.2 0.4 0.4
1.3 2.4 0.5
0.4 -0.1 -0.2
0.2 0.5 -0.3
-0.4 0.2 -0.1
-0.3 -0.1 -0.5
0.1 -0.1 0.5
-0.1 0.2 0.0
-0.2 0.0 -0.1
0.4 0.2 0.1
0.0 -0.1 0.2
0.7 0.1 -0.1
0.1 -0.1 0.1
-0.5 -0.2 -0.1

Output
Kohn-Sham gap (eV): 1.932
E_LUMO (eV): -5.54
ΔE to the lowest compared entry with this formula, charge and spin (eV): 6.8819
Highest occupied orbital energy (eV): -7.47